Density functional theory data (the ωB97M-V functional and the def2-TZVPD basis) for a 2-piece molecular cluster, C7H9O5S overall in a non-equilibrium geometry.

The LUMO energy (spin up / spin down) is 3.2 / 3.2 eV. As for the highest occupied orbital energy (spin up / spin down): -0.17062 / -0.17055 hartree. The largest force on an atom is 4.1 eV Å⁻¹. For the HOMO-LUMO gap (spin up / spin down), the calculation gives 7.85 / 7.85 eV. As for the total energy: -1046.420306 Ha. The spin multiplicity is 1. Its relative energy (zero: lowest compared OMol25 entry of this formula, charge and spin) is 3.5249 eV. Its net charge is -1.

Element x y z (Å)
C -1.27018 0.45741 -0.04214
C 0.38823 2.33529 -1.07521
C 0.59130 2.01712 1.13187
C -0.31977 1.53185 -0.00935
C 1.23095 1.52443 -0.14478
C -1.27462 -2.32304 -0.46253
C -1.97324 -1.62543 0.79498
O 4.06584 -0.03495 0.71751
O -2.02647 0.22936 -0.95034
O 2.13849 -1.60168 0.27330
O 3.46215 -0.61594 -1.64410
O -1.32530 -0.35223 1.08497
S 3.07744 -0.58218 -0.23681
H 0.12827 2.07703 -2.10103
H 0.23723 3.50104 -1.03397
H 0.63479 3.07841 1.42521
H 0.64710 1.37717 2.01944
H -0.30107 -2.10912 -0.23341
H -1.38446 -3.37141 -0.49531
H -1.72816 -1.77776 -1.20665
H -2.00985 -2.28092 1.68339
H -2.98868 -1.45444 0.50493